No. 1
Computed, not measured: C60H50NaP2Pd as an isolated structure, with wB97M-V/def2-TZVPD.

The geometry in XYZ format:
```
114
Properties=species:S:1:pos:R:3:mulliken_charge:R:1
C -3.568 3.453 -2.713 -0.49
C -2.555 2.646 -3.248 -0.77
C -2.072 1.556 -2.521 0.09
C -2.551 1.300 -1.217 -0.68
C -1.903 0.283 -0.365 0.04
C -2.055 0.244 1.040 -0.30
C -1.331 -0.642 1.894 -0.44
C -1.050 -2.029 1.684 1.16
C -0.309 -2.721 2.678 -0.83
C 0.059 -4.045 2.511 -0.94
C -0.225 -4.715 1.311 -0.65
C -0.948 -4.048 0.315 1.20
C -1.430 -2.755 0.532 -1.30
Pd 0.014 0.971 0.604 0.24
P 0.113 3.164 1.206 1.92
C -1.479 3.701 1.907 0.61
C -2.334 4.587 1.235 -0.45
C -3.605 4.846 1.743 -0.61
C -4.037 4.210 2.910 -0.68
C -3.177 3.358 3.606 -0.61
C -1.893 3.116 3.117 -0.85
C 1.305 3.596 2.505 0.53
C 1.183 4.790 3.234 -0.34
C 2.094 5.083 4.251 -0.84
C 3.098 4.163 4.577 -0.66
C 3.213 2.963 3.864 -0.66
C 2.335 2.695 2.815 0.41
C 0.388 4.308 -0.175 0.72
C 0.575 5.683 0.037 -0.06
C 0.767 6.536 -1.051 -0.73
C 0.782 6.021 -2.352 -0.88
C 0.582 4.654 -2.570 -0.53
C 0.381 3.806 -1.486 -0.73
P 1.975 0.084 -0.182 1.08
C 1.667 -0.540 -1.858 0.84
C 2.354 -0.065 -2.988 -0.82
C 1.983 -0.508 -4.259 -0.72
C 0.965 -1.454 -4.407 -0.89
C 0.324 -1.986 -3.280 -0.76
C 0.681 -1.532 -2.010 -0.08
C 3.445 1.150 -0.301 0.78
C 4.662 0.835 0.332 -0.58
C 5.722 1.742 0.302 -0.71
C 5.594 2.952 -0.387 -0.77
C 4.408 3.249 -1.071 -0.89
C 3.351 2.343 -1.036 -0.28
C 2.547 -1.377 0.744 0.21
C 2.792 -2.618 0.131 -0.41
C 3.264 -3.688 0.889 -0.65
C 3.544 -3.520 2.246 -0.77
C 3.309 -2.287 2.863 -0.88
C 2.781 -1.232 2.124 0.11
C -3.634 2.060 -0.735 -0.08
C -4.125 3.137 -1.469 -0.90
H -3.935 4.314 -3.273 0.42
H -2.138 2.869 -4.232 0.47
H -1.298 0.906 -2.937 0.34
H -1.496 -0.589 -0.879 0.39
H -2.701 0.979 1.509 0.33
H -1.140 -0.270 2.902 0.50
H -0.006 -2.175 3.570 0.38
H 0.607 -4.554 3.308 0.40
H 0.155 -5.741 1.180 0.11
H -1.155 -4.515 -0.663 0.40
H -2.103 -2.301 -0.194 0.74
H -2.017 5.060 0.306 0.29
H -4.266 5.535 1.215 0.47
H -5.049 4.381 3.280 0.39
H -3.503 2.872 4.527 0.43
H -1.214 2.456 3.661 0.49
H 0.370 5.486 3.026 0.28
H 2.013 6.024 4.797 0.42
H 3.792 4.377 5.391 0.40
H 3.983 2.232 4.122 0.48
H 2.429 1.773 2.234 -0.59
H 0.574 6.087 1.048 0.18
H 0.907 7.606 -0.884 0.45
H 0.947 6.681 -3.204 0.40
H 0.582 4.239 -3.580 0.51
H 0.243 2.731 -1.646 0.10
H 3.182 0.632 -2.873 0.48
H 2.499 -0.117 -5.137 0.44
H 0.677 -1.798 -5.401 0.41
H -0.443 -2.759 -3.381 0.57
H 0.198 -1.950 -1.119 0.20
H 4.779 -0.117 0.849 0.33
H 6.652 1.500 0.819 0.44
H 6.422 3.661 -0.406 0.41
H 4.306 4.181 -1.633 0.47
H 2.434 2.569 -1.584 0.35
H 2.616 -2.755 -0.935 0.44
H 3.400 -4.663 0.417 0.47
H 3.928 -4.355 2.832 0.41
H 3.515 -2.154 3.927 0.45
H 2.535 -0.290 2.621 0.21
H -4.072 1.814 0.232 0.48
H -4.945 3.731 -1.058 0.43
C -2.314 -7.428 -3.710 -1.29
Na -1.098 -6.974 -0.497 0.77
C -1.994 -6.055 -3.814 -0.61
C -2.531 -5.377 -2.691 -0.57
C -3.184 -6.341 -1.852 -0.08
C -3.033 -7.632 -2.485 0.82
C -3.410 -8.794 -1.797 -0.58
C -3.784 -8.693 -0.460 -0.40
C -3.847 -7.440 0.182 -0.71
C -3.638 -6.258 -0.521 -0.35
H -2.101 -8.229 -4.419 0.43
H -1.449 -5.575 -4.627 0.46
H -2.568 -4.301 -2.539 0.66
H -3.368 -9.752 -2.322 0.39
H -4.024 -9.600 0.107 0.36
H -4.106 -7.398 1.243 0.40
H -3.798 -5.270 -0.079 0.39
```

Values from the calculation:
Largest force on an atom (eV/Å): 1.9
Multiplicity: 1
M (g/mol): 962.4
LUMO energy (eV): -4.6
Total charge: +1
Gap between HOMO and LUMO (eV): 3.21

=====

No. 2
Computed, not measured: C22H60CaF6N11O13P3S2 as an isolated structure, with wB97M-V/def2-TZVPD.

The geometry in XYZ format:
```
118
Properties=species:S:1:pos:R:3:mulliken_charge:R:1
Ca 28.186 -4.730 -5.322 2.67
C 28.536 -4.697 -0.398 0.46
F 29.348 -3.676 -0.339 -0.22
F 28.591 -5.418 0.739 -0.22
F 27.341 -4.126 -0.452 -0.22
S 28.855 -5.745 -1.984 1.16
O 28.449 -4.882 -3.142 -1.41
O 30.251 -6.036 -1.999 -0.75
O 28.064 -6.921 -1.860 -0.63
C 28.266 -4.958 -10.357 0.56
F 28.288 -4.088 -11.386 -0.22
F 27.391 -5.909 -10.563 -0.19
F 29.449 -5.620 -10.263 -0.19
S 27.734 -3.903 -8.745 0.68
O 28.523 -2.650 -8.781 -0.62
O 26.260 -3.700 -8.901 -0.69
O 27.987 -4.699 -7.566 -1.16
O 27.282 -2.583 -4.929 0.46
P 26.601 -1.320 -4.709 -0.46
N 25.139 -1.530 -3.805 0.68
C 24.072 -0.532 -3.803 -0.95
C 24.897 -2.665 -2.989 -0.92
N 26.110 -0.499 -6.128 0.02
C 26.960 0.357 -6.918 -0.84
C 25.153 -1.259 -7.000 -0.45
N 27.570 -0.168 -3.918 0.57
C 28.750 -0.635 -3.149 -0.74
C 26.963 1.056 -3.331 -1.24
H 23.478 -0.549 -4.717 0.22
H 24.600 0.420 -3.754 0.18
H 23.491 -0.556 -2.881 0.45
H 25.495 -3.493 -3.369 -0.10
H 23.871 -2.984 -3.175 0.43
H 25.098 -2.513 -1.928 0.24
H 27.674 -0.265 -7.458 0.09
H 26.394 1.052 -7.538 0.41
H 27.519 1.039 -6.277 0.31
H 24.427 -1.701 -6.317 -0.19
H 24.547 -0.663 -7.682 0.35
H 25.780 -1.980 -7.525 0.18
H 29.431 0.183 -2.912 0.41
H 28.431 -1.164 -2.251 0.30
H 29.313 -1.379 -3.714 -0.19
H 26.429 0.789 -2.420 0.31
H 26.238 1.468 -4.033 0.36
H 27.734 1.748 -2.991 0.40
O 27.691 -7.040 -4.978 0.79
P 27.276 -8.383 -5.550 -0.75
N 28.415 -9.669 -5.262 0.66
C 28.415 -10.912 -6.045 -1.10
C 28.822 -9.828 -3.881 -1.08
N 27.022 -8.299 -7.248 0.23
C 25.823 -7.597 -7.764 -0.85
C 28.153 -8.148 -8.204 -0.81
N 25.775 -8.931 -4.937 0.88
C 25.255 -8.381 -3.751 -0.79
C 25.035 -10.048 -5.483 -1.28
H 28.240 -10.785 -7.114 0.30
H 27.688 -11.583 -5.588 0.31
H 29.408 -11.362 -6.030 0.33
H 28.105 -10.461 -3.359 0.33
H 28.957 -8.915 -3.302 0.16
H 29.733 -10.422 -3.807 0.41
H 25.842 -6.508 -7.781 -0.10
H 25.683 -7.938 -8.789 0.55
H 24.869 -7.843 -7.298 0.27
H 28.656 -9.108 -8.321 0.22
H 27.816 -7.899 -9.210 0.42
H 28.853 -7.361 -7.923 -0.04
H 25.525 -9.045 -2.930 0.24
H 25.628 -7.362 -3.653 -0.04
H 24.166 -8.334 -3.787 0.26
H 25.301 -10.332 -6.501 0.34
H 23.961 -9.862 -5.473 0.39
H 25.172 -10.944 -4.877 0.35
O 29.958 -3.438 -5.742 1.30
P 31.310 -2.878 -5.979 -2.14
N 31.364 -1.212 -5.709 0.66
C 32.231 -0.628 -4.642 -0.98
C 30.520 -0.433 -6.629 -1.17
N 31.874 -3.059 -7.635 0.72
C 32.707 -2.071 -8.370 -1.30
C 31.584 -4.302 -8.367 -0.60
N 32.554 -3.626 -5.099 1.37
C 33.930 -3.732 -5.579 -1.19
C 32.361 -3.995 -3.752 -1.24
H 32.657 0.359 -4.823 0.41
H 33.080 -1.222 -4.302 0.33
H 31.653 -0.460 -3.733 0.16
H 31.177 0.047 -7.355 0.37
H 30.039 0.304 -5.986 0.54
H 29.751 -1.012 -7.142 0.06
H 32.902 -1.160 -7.804 0.40
H 33.711 -2.495 -8.407 0.36
H 32.267 -1.811 -9.333 0.34
H 32.143 -5.177 -8.036 0.13
H 30.545 -4.633 -8.346 -0.29
H 31.835 -4.152 -9.417 0.44
H 34.340 -2.773 -5.896 0.27
H 34.533 -4.159 -4.778 0.50
H 33.945 -4.531 -6.320 0.22
H 32.876 -4.916 -3.478 0.38
H 31.323 -4.154 -3.459 0.10
H 32.648 -3.159 -3.114 0.32
C 23.628 -4.713 -6.542 -0.98
N 24.520 -5.165 -5.416 0.30
O 23.885 -5.420 -4.329 -0.50
O 25.784 -4.984 -5.514 0.16
H 24.027 -4.642 -7.554 0.26
H 23.313 -3.731 -6.187 0.29
H 22.780 -5.373 -6.361 0.37
C 31.803 -7.722 -4.807 -1.00
N 30.914 -7.094 -5.843 0.88
O 31.084 -7.442 -7.020 -0.58
O 30.128 -6.209 -5.474 -0.41
H 31.416 -7.462 -3.822 0.25
H 32.813 -7.344 -4.965 0.27
H 31.724 -8.793 -4.996 0.33
```

Values from the calculation:
Largest force on an atom (eV/Å): 4.8
Multiplicity: 1
M (g/mol): 997.9
LUMO energy (eV): -0.8
Energy relative to the best compared isomer or geometry (same formula, charge and spin) (kcal/mol): 55.2
Gap between HOMO and LUMO (eV): 7.67

=====

No. 3
Computed, not measured: C14H10BiBrF9O as an isolated structure, with wB97M-V/def2-TZVPD.

The geometry in XYZ format:
```
36
Properties=species:S:1:pos:R:3:nbo_charge:R:1
C 2.258 1.308 0.294 -0.30
C 2.664 0.043 0.801 -0.32
C 2.463 -0.919 -0.202 -0.23
H 3.048 -0.179 1.802 0.21
C 1.947 -0.293 -1.357 -0.38
C 1.768 1.115 -1.042 -0.44
H 1.524 1.944 -1.706 0.27
H 2.384 2.301 0.728 0.24
H 2.720 -1.966 -0.084 0.22
H 1.804 -0.731 -2.351 0.22
Bi -0.589 0.555 -0.087 1.70
Br -1.348 1.046 2.311 -0.51
C -1.927 3.586 -0.883 -0.39
C -1.033 3.843 -1.969 -0.36
C 0.191 4.335 -1.426 -0.36
H -1.274 3.759 -3.029 0.19
C 0.057 4.397 -0.004 -0.35
C -1.245 3.921 0.324 -0.36
H -1.635 3.782 1.334 0.21
H -2.946 3.207 -0.955 0.20
H 1.043 4.707 -2.001 0.19
H 0.801 4.757 0.701 0.19
F -2.588 -1.786 1.700 -0.30
C -2.271 -2.606 0.660 0.96
F -3.058 -3.705 0.764 -0.32
F -2.635 -1.929 -0.490 -0.33
C -0.718 -2.859 0.591 0.05
O -0.205 -1.580 0.524 -0.91
C -0.146 -3.465 1.948 0.97
F -0.493 -4.765 2.153 -0.33
F 1.214 -3.386 1.986 -0.31
F -0.596 -2.742 3.010 -0.31
C -0.386 -3.733 -0.693 0.96
F -1.098 -4.890 -0.809 -0.32
F -0.626 -3.003 -1.818 -0.32
F 0.932 -4.070 -0.727 -0.32
```

Values from the calculation:
Largest force on an atom (eV/Å): 1.8
Multiplicity: 1
M (g/mol): 654.1
LUMO energy (eV): 1.7
Total charge: -1
Gap between HOMO and LUMO (eV): 5.61

=====

No. 4
Computed, not measured: C31H46BrN3OP2Pd as an isolated structure, with wB97M-V/def2-TZVPD.

The geometry in XYZ format:
```
85
Properties=species:S:1:pos:R:3:mulliken_charge:R:1
N -4.940 -1.005 3.097 -0.58
C -3.940 -0.276 3.621 -0.42
C -3.131 0.556 2.819 -0.32
C -3.496 0.734 1.464 0.81
C -4.533 -0.055 0.934 -0.34
C -5.261 -0.890 1.800 -0.51
C -2.827 1.711 0.616 -0.37
Pd 0.864 -0.208 -0.387 0.11
P 2.402 0.771 -1.594 0.61
C -2.828 1.594 -0.755 0.12
C -2.026 2.403 -1.674 0.05
C -2.004 2.168 -3.090 -0.41
C -1.080 2.823 -3.896 -0.41
C -0.107 3.556 -3.246 -0.26
C -0.203 4.016 -1.952 -0.58
C -1.185 3.419 -1.162 -0.50
Br 1.549 4.053 -4.294 -0.17
H -2.155 2.428 1.071 0.23
H -3.224 0.664 -1.186 0.04
H -2.240 1.021 3.236 0.37
H -4.790 -0.045 -0.117 0.48
H -3.739 -0.373 4.702 0.34
H -6.100 -1.494 1.428 0.36
H -2.701 1.451 -3.504 0.48
H -1.250 3.680 -0.103 0.61
H -1.039 2.656 -4.949 0.44
H 0.498 4.708 -1.535 0.46
P -0.275 -2.148 -0.619 1.33
C 2.813 2.332 -0.776 0.08
C 3.601 3.283 -1.674 -0.78
H 3.348 2.163 0.177 0.45
H 1.846 2.788 -0.499 -0.14
H 3.900 4.193 -1.136 0.44
H 4.507 2.827 -2.091 0.27
H 2.954 3.615 -2.504 -0.27
C 1.857 0.842 -3.292 1.78
C 2.982 0.879 -4.335 -1.68
H 1.262 1.759 -3.374 -1.42
H 1.147 0.022 -3.473 -0.14
H 2.575 1.136 -5.318 0.46
H 3.726 1.648 -4.103 0.29
H 3.484 -0.089 -4.432 0.37
C 3.598 -0.572 -1.338 0.04
C 5.013 -0.087 -1.606 -1.54
H 3.317 -1.437 -1.961 0.31
H 3.473 -0.893 -0.288 0.02
H 5.716 -0.916 -1.489 0.49
H 5.120 0.298 -2.624 0.26
H 5.293 0.686 -0.885 0.30
C 0.651 -3.410 0.277 -1.32
C 2.097 -3.618 -0.158 -1.14
H 0.046 -4.311 0.095 0.67
H 0.584 -3.164 1.346 0.58
H 2.402 -4.623 0.166 0.35
H 2.229 -3.564 -1.248 0.27
H 2.793 -2.912 0.314 0.16
C -0.168 -2.539 -2.380 -0.93
C -1.175 -1.837 -3.286 -1.14
H -0.340 -3.624 -2.360 0.58
H 0.867 -2.347 -2.694 0.18
H -0.951 -2.119 -4.320 0.39
H -2.203 -2.162 -3.086 0.39
H -1.129 -0.741 -3.234 -0.01
C -1.996 -2.515 -0.198 -0.10
C -2.235 -2.975 1.233 -1.25
H -2.233 -3.328 -0.904 0.50
H -2.624 -1.651 -0.458 -0.19
H -3.295 -3.238 1.326 0.39
H -1.647 -3.867 1.479 0.43
H -2.024 -2.190 1.972 0.14
N 3.109 0.093 6.144 -0.31
C 2.464 1.155 5.550 0.18
O 2.418 2.260 6.064 -0.62
C 1.906 0.859 4.203 1.38
C 2.115 -0.387 3.597 -1.02
C 1.637 -0.597 2.306 -0.79
N 1.087 0.412 1.613 0.44
C 0.818 1.617 2.168 -0.15
C 1.233 1.867 3.480 -0.93
H 3.408 0.223 7.095 0.26
H 2.922 -0.863 5.879 0.16
H 2.644 -1.236 4.039 0.16
H 1.677 -1.574 1.805 0.02
H 0.253 2.332 1.556 0.26
H 1.023 2.850 3.901 0.49
```

Values from the calculation:
Largest force on an atom (eV/Å): 3.4
Multiplicity: 1
M (g/mol): 725.0
LUMO energy (eV): -0.4
Energy relative to the best compared isomer or geometry (same formula, charge and spin) (kcal/mol): 0.0
Gap between HOMO and LUMO (eV): 5.12

=====

No. 5
Computed, not measured: C35H41CsF5N6O4PS2Te as an isolated structure, with wB97M-V/def2-TZVPD.

The geometry in XYZ format:
```
96
Properties=species:S:1:pos:R:3:mulliken_charge:R:1
Cs 1.360 -0.414 -0.246 1.35
O -1.824 2.386 1.753 -0.36
N -2.279 1.650 0.709 0.29
C -3.202 2.233 0.061 -0.97
C -3.878 1.601 -1.074 1.00
C -4.826 2.387 -1.731 -0.97
C -5.542 1.912 -2.816 -0.60
C -5.315 0.620 -3.257 -0.82
C -4.381 -0.177 -2.609 -0.30
C -3.645 0.281 -1.518 0.14
P -2.359 -0.770 -0.699 0.87
C -2.566 -2.355 -1.608 0.77
C -2.000 -2.397 -2.886 -0.35
C -2.023 -3.557 -3.642 -0.75
C -2.581 -4.715 -3.114 -0.48
C -3.114 -4.696 -1.836 -0.64
C -3.113 -3.524 -1.089 -0.54
C -3.227 -1.145 0.878 0.12
C -4.602 -1.355 0.944 -0.13
C -5.218 -1.640 2.155 -0.66
C -4.462 -1.720 3.316 -0.57
C -3.090 -1.514 3.261 -0.59
C -2.480 -1.227 2.049 -0.41
H -0.940 1.983 2.000 0.32
H -3.506 3.241 0.340 0.21
H -4.990 3.399 -1.378 0.36
H -6.264 2.548 -3.313 0.36
H -5.861 0.222 -4.105 0.42
H -4.223 -1.185 -2.967 0.31
H -1.526 -1.514 -3.304 0.33
H -1.583 -3.543 -4.632 0.49
H -2.576 -5.634 -3.688 0.32
H -3.516 -5.603 -1.401 0.34
H -3.512 -3.535 -0.084 0.27
H -5.196 -1.287 0.040 0.44
H -6.290 -1.797 2.190 0.38
H -4.941 -1.939 4.263 0.34
H -2.492 -1.565 4.162 0.44
H -1.412 -1.047 2.011 0.44
O 3.577 1.210 0.543 -0.90
C 3.452 1.861 -0.526 -0.03
O 3.242 1.361 -1.660 -0.68
C 3.557 3.370 -0.422 -0.06
C 4.786 3.970 -0.641 -0.30
C 4.962 5.346 -0.523 -0.61
C 3.861 6.122 -0.183 -0.41
C 2.625 5.531 0.026 -0.70
C 2.418 4.142 -0.083 0.40
S 0.838 3.459 0.176 -0.15
H 5.632 3.341 -0.904 0.38
H 5.933 5.798 -0.693 0.34
H 3.963 7.199 -0.084 0.31
H 1.768 6.144 0.281 0.33
C -0.266 3.269 4.178 -1.00
N 0.942 2.538 4.534 0.08
C 2.074 3.440 4.726 -1.18
C 1.196 1.397 3.778 0.37
N 0.420 1.093 2.802 0.25
N 2.330 0.699 4.176 0.27
C 2.403 0.318 5.575 -1.24
C 2.854 -0.307 3.275 -0.64
H -0.431 4.037 4.936 0.26
H -1.121 2.597 4.165 0.31
H -0.179 3.740 3.192 0.33
H 2.264 4.028 3.821 0.30
H 2.975 2.882 4.964 0.40
H 1.848 4.121 5.550 0.38
H 0.695 0.205 2.401 -0.72
H 1.959 1.088 6.200 0.42
H 3.447 0.184 5.865 0.34
H 1.875 -0.629 5.761 0.33
H 2.233 -1.218 3.253 0.49
H 3.843 -0.599 3.631 0.30
H 2.985 0.122 2.283 -0.21
S 0.044 -1.298 -5.881 -0.49
C 1.510 -1.487 -5.056 0.13
N 1.873 -2.681 -4.553 -0.09
C 3.084 -2.929 -3.780 -0.56
C 3.546 -1.638 -3.135 -0.30
C 3.616 -0.522 -4.155 -0.61
N 2.352 -0.458 -4.883 -0.13
H 1.164 -3.391 -4.606 0.22
H 3.867 -3.330 -4.434 0.25
H 2.855 -3.678 -3.022 0.31
H 4.504 -1.774 -2.637 0.55
H 2.833 -1.343 -2.373 -0.38
H 4.438 -0.695 -4.860 0.24
H 3.766 0.427 -3.640 0.38
H 1.985 0.437 -5.158 0.24
F 1.412 -4.336 1.896 -0.47
Te 0.887 -4.473 0.091 2.49
F 2.573 -3.769 -0.410 -0.47
F 1.833 -6.090 0.173 -0.42
F 0.644 -4.962 -1.711 -0.49
F -0.571 -5.550 0.584 -0.46
O 0.019 -2.932 0.045 -0.85
```

Values from the calculation:
Largest force on an atom (eV/Å): 0.6
Multiplicity: 1
M (g/mol): 1060.4
LUMO energy (eV): 3.7
Total charge: -2
Energy relative to the best compared isomer or geometry (same formula, charge and spin) (kcal/mol): 19.2
Gap between HOMO and LUMO (eV): 4.72